C10H29F2HfNO7 | the ωB97M-V functional and the def2-TZVPD basis

```
50
Properties=species:S:1:pos:R:3:forces:R:3
Hf 10.89766 25.90251 -31.74426 4.832 8.621 -4.268
F 12.30530 27.84760 -31.88080 -2.336 -3.580 0.518
F 10.45984 26.79134 -33.88539 0.539 -2.626 4.695
C 11.35662 31.35022 -35.25427 0.301 -0.021 1.199
C 12.28755 31.27280 -33.99014 -0.064 0.207 -2.973
C 12.95041 32.61093 -33.85077 0.574 1.044 0.634
O 13.94963 32.97397 -34.82106 -1.550 -0.590 -0.617
C 15.17370 32.31712 -34.65443 -0.005 -0.639 0.793
N 11.58872 30.87437 -32.79284 0.285 -0.296 0.441
H 11.28756 30.40106 -35.78570 0.134 0.190 -0.237
H 11.70116 32.19031 -35.85731 0.157 -0.488 -0.460
H 10.35116 31.63558 -34.94490 -0.089 -0.086 0.224
H 13.15105 30.64146 -34.19959 -0.095 -0.764 -0.204
H 13.42422 32.60276 -32.86918 0.195 0.376 0.429
H 12.17234 33.37411 -33.86727 0.261 0.298 -0.028
H 15.49805 32.64173 -33.66573 1.058 0.010 -0.070
H 15.87604 32.43238 -35.47998 -0.177 1.068 0.148
H 15.12843 31.22839 -34.62769 -0.600 -0.421 0.199
H 12.32039 30.83207 -32.09789 0.016 0.371 0.828
H 11.40034 29.88749 -32.89614 -0.444 -0.369 -0.275
C 14.15785 24.94487 -32.52828 0.242 0.683 1.343
C 14.19595 25.47428 -31.08400 0.344 -0.590 0.340
O 12.86434 25.21460 -30.52826 -2.580 0.335 -0.844
O 12.88266 25.32580 -33.08231 -1.557 -0.163 1.019
H 14.19842 23.85582 -32.50755 0.359 0.078 -0.273
H 14.89417 25.45149 -33.15219 0.387 -0.398 0.235
H 14.40019 26.52240 -30.86528 -0.101 0.052 -0.810
H 14.84475 24.89793 -30.42447 0.384 -0.071 -0.458
H 12.82763 24.44670 -29.95330 0.345 -0.320 0.246
H 13.06243 25.39852 -34.02252 -0.914 0.430 -0.668
C 14.63397 29.60092 -30.23844 0.242 -1.178 -0.980
C 15.33394 29.63848 -31.64852 -0.180 -0.203 1.087
O 15.02166 28.48472 -32.47928 0.666 0.481 0.783
O 13.25472 29.81282 -30.27921 -1.756 1.860 -0.454
H 15.10564 30.24283 -29.49441 -0.065 0.068 -0.243
H 14.48631 28.59138 -29.85486 2.353 -0.740 0.261
H 16.40662 29.70966 -31.46859 0.125 -0.738 -0.128
H 15.15524 30.56985 -32.18583 -0.694 0.043 0.003
H 14.08788 28.27781 -32.39660 -0.297 0.365 -0.126
H 12.91467 29.07909 -30.79651 -0.420 0.079 -0.061
C 9.44582 28.45197 -30.09061 1.108 1.096 0.722
C 9.87688 27.48209 -28.99305 -2.820 1.806 -0.232
O 11.03345 26.82493 -29.37224 0.829 -1.441 -1.975
O 9.49431 27.84361 -31.38612 0.621 -3.024 0.334
H 10.20668 29.23095 -30.13944 -0.009 0.281 0.152
H 8.47298 28.93232 -29.98598 -0.018 -0.351 0.506
H 9.10713 26.73713 -28.79153 -0.256 0.167 0.385
H 10.15224 28.07763 -28.12264 -0.685 0.072 0.171
H 11.37348 26.62399 -28.49726 1.289 -0.900 -0.191
H 9.03865 28.44621 -31.97845 0.068 -0.084 -1.122
```
Positions in Å, forces in eV/Å.

Values from the calculation:
net charge = +2
frontier orbital gap = 2.260 eV
relative energy (zero: lowest compared OMol25 entry of this formula, charge and spin) = 904.09 kJ/mol
E_LUMO = -10.88 eV
electronic energy = -33384.257 eV
maximum force = 10.765 eV/Å
HOMO = -13.1 eV